This record from the Open Molecules 2025 dataset describes a gas-phase ion, C2H5O2S (charge +1). The level of theory is wB97M-V/def2-TZVPD.

The geometry in XYZ format:
```
10
Properties=species:S:1:pos:R:3:forces:R:3:lowdin_charge:R:1
S -0.977 0.577 0.499 -0.087 0.089 -0.110 1.1993
O 2.308 0.554 0.758 -0.105 0.098 -0.020 0.1236
O -2.139 0.076 -0.477 0.058 -0.024 0.104 -0.2963
C 1.633 0.101 -0.114 0.292 -0.141 0.013 -0.2858
C 0.325 -0.634 0.224 -0.030 -0.135 0.070 -0.2782
H -0.481 1.557 -0.290 -0.005 0.037 0.006 0.0545
H -2.997 0.076 -0.017 -0.010 -0.003 0.004 0.1092
H 0.446 -1.171 1.165 -0.030 -0.022 -0.050 0.1124
H -0.029 -1.298 -0.567 0.011 0.079 -0.034 0.1144
H 1.910 0.162 -1.180 -0.096 0.024 0.017 0.1469
```
Forces are in eV/Å.

electronic energy = -17075.872 eV
max |F| = 0.32 eV Å⁻¹
HOMO-LUMO gap = 9.9 eV
total charge = +1

This record from the Open Molecules 2025 dataset describes 2 unconnected molecules or ions with the total composition C2H5O3. The level of theory is wB97M-V/def2-TZVPD.

The geometry in XYZ format:
```
10
Properties=species:S:1:pos:R:3:forces:R:3:lowdin_charge:R:1
O -0.120 1.142 -1.557 -0.120 0.055 0.123 -0.1003
O 0.523 -0.091 1.411 0.339 -0.218 -0.432 -0.1857
O 1.208 -0.638 -1.126 0.014 0.218 0.050 -0.1419
C -0.876 -0.232 1.352 0.307 0.277 -0.059 -0.2247
C 0.798 0.350 -1.799 0.053 -0.149 -0.225 -0.6423
H -1.215 -0.648 2.311 -0.141 -0.114 -0.237 0.0574
H -1.163 -0.849 0.498 -0.132 -0.257 0.159 0.0675
H -1.377 0.731 1.190 0.024 0.083 0.085 0.0599
H 1.342 0.520 -2.766 0.093 -0.069 -0.028 0.0867
H 0.879 -0.285 0.484 -0.437 0.175 0.566 0.0234
```
Forces are in eV/Å.

electronic energy = -8298.904 eV
max |F| = 0.74 eV Å⁻¹
HOMO-LUMO gap = 8.9 eV
total charge = -1

This record from the Open Molecules 2025 dataset describes 2 unconnected molecules or ions with the total composition C2H5O3. The level of theory is wB97M-V/def2-TZVPD.

The geometry in XYZ format:
```
10
Properties=species:S:1:pos:R:3:forces:R:3:lowdin_charge:R:1
O 2.929 0.809 -0.706 -0.334 -0.158 0.046 -0.1502
O -2.780 -1.258 -0.208 -0.587 -0.521 0.460 -0.1422
O 0.662 0.782 -0.402 0.364 -0.255 -0.233 -0.1727
C -2.092 -1.012 1.020 0.829 -0.533 -1.093 -0.1629
C 1.868 0.895 -0.055 -0.499 0.359 -0.276 -0.7135
H -1.048 -1.328 0.929 0.060 0.252 -0.059 0.0705
H -2.087 0.059 1.202 -0.179 -0.054 0.745 0.0755
H -2.512 -1.696 1.752 -0.473 0.544 0.352 0.0663
H 1.964 1.177 1.018 0.327 -0.010 0.473 0.0710
H -2.339 -0.768 -0.892 0.494 0.377 -0.413 0.0580
```
Forces are in eV/Å.

electronic energy = -8298.365 eV
max |F| = 1.47 eV Å⁻¹
HOMO-LUMO gap = 7.7 eV
total charge = -1

This record from the Open Molecules 2025 dataset describes a single C2H5O3P molecule. The level of theory is wB97M-V/def2-TZVPD.

The geometry in XYZ format:
```
11
Properties=species:S:1:pos:R:3:forces:R:3:lowdin_charge:R:1
P -1.013 -0.766 -0.060 2.878 3.354 1.272 0.5549
O -1.237 0.499 1.050 0.789 -2.106 0.148 -0.1729
O -1.191 0.513 -1.076 -0.104 -0.187 -0.881 -0.1426
O -1.943 -1.829 -0.098 -2.005 -2.422 -0.160 -0.2207
C -1.542 1.356 -0.014 -1.119 2.327 1.665 -0.3350
C 0.784 -1.198 0.066 -1.040 -2.338 -2.279 -0.1159
H 1.196 -1.988 -0.716 -1.455 1.265 1.660 0.1075
H -2.606 1.640 0.148 0.115 -0.609 -1.175 0.1294
H 1.239 -0.324 -0.274 1.177 1.650 0.248 0.0104
H 1.005 -1.541 1.066 0.182 0.235 0.236 0.0474
H -1.052 2.361 0.104 0.582 -1.169 -0.734 0.1376
```
Forces are in eV/Å.

electronic energy = -17587.104 eV
max |F| = 4.60 eV Å⁻¹
HOMO-LUMO gap = 11.7 eV
total charge = 0

This record from the Open Molecules 2025 dataset describes 2 unconnected molecules or ions with the total composition C2H5O3PS. The level of theory is wB97M-V/def2-TZVPD.

The geometry in XYZ format:
```
12
Properties=species:S:1:pos:R:3:forces:R:3:lowdin_charge:R:1
S -3.439 1.382 -1.229 0.484 -0.670 0.817 0.3169
P -2.583 0.376 0.147 -0.998 -3.354 -5.222 0.1431
O -2.184 0.568 1.470 1.405 1.925 5.128 -0.3168
O -2.299 -1.250 -0.127 1.622 1.297 0.197 -0.2721
O 0.190 0.274 -0.464 2.955 0.178 3.109 -0.0493
C 1.117 -0.015 0.351 -2.254 -0.297 -3.735 -0.2279
C 1.353 -1.446 0.631 0.507 0.537 3.141 -0.0598
H -1.379 -1.475 0.291 -2.596 0.767 -0.986 0.0835
H 0.714 -2.015 0.058 -0.921 -1.392 -1.873 0.0403
H 2.426 -1.677 0.539 -0.507 -0.199 0.134 0.0965
H 1.938 0.634 0.694 -0.688 0.780 0.019 0.1246
H 0.967 -1.689 1.674 0.990 0.428 -0.729 0.1211
```
Forces are in eV/Å.

electronic energy = -28421.607 eV
max |F| = 6.29 eV Å⁻¹
HOMO-LUMO gap = 9.9 eV
total charge = 0

This record from the Open Molecules 2025 dataset describes a single C2H5OP molecule. The level of theory is wB97M-V/def2-TZVPD.

The geometry in XYZ format:
```
9
Properties=species:S:1:pos:R:3:forces:R:3:lowdin_charge:R:1
P -2.789 -0.449 -0.041 2.437 -0.780 -0.043 0.8547
O -3.196 0.945 0.045 -0.486 1.222 0.064 -0.5131
C -0.816 -0.571 0.044 -0.570 0.137 -0.008 -0.4416
C 0.289 0.530 -0.092 -1.515 -0.350 0.031 -0.1508
H 0.049 1.376 0.549 0.107 0.088 0.005 0.0596
H -0.601 -1.374 -0.665 -0.034 -0.229 -0.036 0.0337
H 1.245 0.109 0.203 0.096 -0.009 0.012 0.0583
H -0.705 -1.033 1.035 -0.097 -0.158 0.032 0.0404
H 0.349 0.881 -1.119 0.061 0.078 -0.058 0.0589
```
Forces are in eV/Å.

electronic energy = -13490.688 eV
max |F| = 2.56 eV Å⁻¹
HOMO-LUMO gap = 8.7 eV
total charge = 0

This record from the Open Molecules 2025 dataset describes a single C2H5OP molecule. The level of theory is wB97M-V/def2-TZVPD.

The geometry in XYZ format:
```
9
Properties=species:S:1:pos:R:3:forces:R:3:lowdin_charge:R:1
P 0.447 -2.594 0.073 -0.997 2.198 0.757 0.7417
O 0.498 0.095 -0.579 -0.462 0.121 1.092 -0.2419
C 0.262 1.502 -0.251 -0.397 0.227 -2.194 -0.0690
C -0.087 -0.906 0.161 0.937 -1.950 -2.228 -0.5559
H -0.288 2.126 -1.067 0.734 -1.699 1.054 0.1186
H -1.116 -0.762 0.386 -0.722 0.648 0.908 0.0278
H 1.238 1.921 -0.187 0.855 0.379 0.036 0.0663
H -0.736 -3.093 0.797 0.776 0.535 -0.493 -0.1509
H -0.218 1.712 0.668 -0.723 -0.460 1.067 0.0634
```
Forces are in eV/Å.

electronic energy = -13488.712 eV
max |F| = 3.11 eV Å⁻¹
HOMO-LUMO gap = 8.8 eV
total charge = 0

This record from the Open Molecules 2025 dataset describes a single C2H5OP molecule. The level of theory is wB97M-V/def2-TZVPD.

The geometry in XYZ format:
```
9
Properties=species:S:1:pos:R:3:forces:R:3:lowdin_charge:R:1
P 1.128 -2.149 0.497 -2.457 1.671 -1.599 0.8635
O 2.105 -1.805 1.508 0.780 0.422 0.864 -0.5359
C 0.226 -0.198 -0.272 0.970 0.339 0.687 -0.3211
C -1.012 0.954 -0.078 2.975 -1.238 0.544 -0.1235
H 0.139 -0.386 -1.354 0.259 -0.437 0.332 0.0033
H -1.054 1.379 -1.081 -0.224 0.366 0.393 0.0445
H -0.982 1.702 0.762 0.552 -0.814 -1.003 0.0675
H -1.820 0.323 0.100 -1.869 -0.713 0.095 0.0036
H 1.269 0.180 -0.083 -0.985 0.405 -0.314 -0.0019
```
Forces are in eV/Å.

electronic energy = -13488.910 eV
max |F| = 3.37 eV Å⁻¹
HOMO-LUMO gap = 7.8 eV
total charge = 0

This record from the Open Molecules 2025 dataset describes 2 unconnected molecules or ions with the total composition C2H5OPS. The level of theory is wB97M-V/def2-TZVPD.

The geometry in XYZ format:
```
10
Properties=species:S:1:pos:R:3:forces:R:3:lowdin_charge:R:1
S -1.326 -0.951 -1.012 1.071 0.662 -0.291 0.5979
P 2.159 1.881 2.020 0.951 -1.170 -2.276 0.8230
O 1.174 2.065 3.049 -1.494 0.347 1.626 -0.5965
C 0.033 0.440 -0.577 -2.173 -0.040 -0.406 -0.5453
C 0.958 -0.206 0.339 -1.611 1.082 2.606 -0.2429
H 0.475 0.898 -1.502 -0.482 -0.629 0.974 0.0812
H -0.728 1.073 -0.106 0.815 0.455 -0.098 0.0327
H 0.568 -0.851 1.187 0.543 1.157 -1.083 0.0641
H -0.682 -1.696 -0.121 -0.351 -0.616 -0.036 -0.2034
H 1.803 -0.513 -0.125 2.730 -1.248 -1.016 -0.0110
```
Forces are in eV/Å.

electronic energy = -24323.050 eV
max |F| = 3.25 eV Å⁻¹
HOMO-LUMO gap (spin up / spin down) = 7.0 / 6.3 eV
total charge = 0

This record from the Open Molecules 2025 dataset describes a molecular structure, C2H5OPS. The level of theory is wB97M-V/def2-TZVPD.

The geometry in XYZ format:
```
10
Properties=species:S:1:pos:R:3:forces:R:3:lowdin_charge:R:1
S -2.434 0.038 0.197 2.101 1.295 0.071 0.8087
P 0.340 0.276 -1.180 0.953 1.597 -0.209 0.7308
O -3.276 0.671 1.217 -0.054 -0.133 -0.080 -0.5828
C 1.561 -0.548 -0.062 -0.642 -0.305 -0.654 -0.3506
C -0.922 0.705 0.023 0.699 2.866 2.638 -0.7493
H -0.328 1.775 0.771 -2.614 -3.397 -2.062 0.1792
H 2.023 0.218 0.489 1.063 0.842 0.842 -0.0039
H 2.302 -1.138 -0.657 -0.785 0.358 0.697 0.0554
H -0.152 -0.916 -1.402 -1.472 -2.493 -1.318 -0.1131
H 0.885 -1.082 0.605 0.751 -0.631 0.076 0.0256
```
Forces are in eV/Å.

electronic energy = -24323.209 eV
max |F| = 4.76 eV Å⁻¹
HOMO-LUMO gap = 8.5 eV
total charge = 0